# 1
A structure of composition C25H17AsAuN3O2S2 in a non-equilibrium geometry. Source: OMol25; level of theory: the ωB97M-V functional and the def2-TZVPD basis.

```
! wB97M-V def2-TZVPD RIJCOSX def2/J DEFGRID3
* xyz -1 2
Au 1.2174 2.4988 -0.9339
O 1.2854 1.9307 1.1355
N 2.3750 1.3579 1.6497
C 2.2212 0.7565 2.8672
C 3.2692 0.1549 3.4867
C 4.5283 0.1411 2.8679
C 4.6483 0.7064 1.5975
C 3.5681 1.2988 0.9704
S 3.6819 1.9280 -0.6314
H 1.2170 0.8090 3.2526
H 3.1080 -0.3028 4.4487
H 5.3739 -0.3191 3.3521
H 5.5843 0.6761 1.0631
C -4.5772 0.5350 -2.5637
C -3.4028 0.8138 -3.2451
C -2.1987 0.8347 -2.5670
C -2.1704 0.5603 -1.2054
C -3.3509 0.3238 -0.5138
C -4.5535 0.3131 -1.1965
As -0.4444 0.4795 -0.3165
C 0.2252 -1.1639 -1.0643
C 0.7168 -1.3729 -2.3360
C 1.0311 -2.6636 -2.7469
C 0.8636 -3.7294 -1.8637
C 0.4060 -3.5247 -0.5809
C 0.0811 -2.2347 -0.1371
C -0.4159 -1.8658 1.1618
C -0.5877 -2.7092 2.2696
C -1.0548 -2.2079 3.4635
C -1.3642 -0.8549 3.6068
C -1.2186 -0.0004 2.5194
C -0.7714 -0.4954 1.3114
H -5.5157 0.5061 -3.0971
H -3.4198 1.0007 -4.3089
H -1.2750 1.0782 -3.0833
H -3.3167 0.1454 0.5575
H -5.4695 0.1104 -0.6600
H 0.8562 -0.5330 -3.0122
H 1.3976 -2.8410 -3.7473
H 1.0973 -4.7338 -2.1945
H 0.2882 -4.3692 0.0831
H -0.3468 -3.7597 2.1798
H -1.1758 -2.8766 4.3053
H -1.7189 -0.4820 4.5577
H -1.4471 1.0558 2.6181
S -0.9205 3.6097 0.1562
C -1.0944 5.0514 -0.6094
N -1.2419 6.0947 -1.0830
O 1.7479 2.6490 -5.0204
C 1.3805 2.7467 -3.9126
N 0.8830 2.8716 -2.8484
*
```

Summary:
- highest occupied orbital energy (alpha / beta) (eV) = -4.39 / -4.38
- energy above the lowest of the compared OMol25 structures with the same formula, charge and spin (kcal/mol) = 25.7

Mulliken atomic charge list, values in e, 6 entries: 0.511 -0.479 0.202 -0.175 -0.799 -0.170

***

# 2
A structure of composition C25H17Br2IrN2O3S2 in a non-equilibrium geometry. Source: OMol25; level of theory: the ωB97M-V functional and the def2-TZVPD basis.

```
! wB97M-V def2-TZVPD RIJCOSX def2/J DEFGRID3
* xyz 0 1
Ir -1.5549 1.1692 -0.5449
O -3.8214 1.1354 0.1671
N -4.3205 -0.0649 0.1592
C -5.2724 -0.3832 1.0509
C -5.8106 -1.6433 1.1176
C -5.3131 -2.6394 0.2780
C -4.3309 -2.3087 -0.6285
C -3.8623 -0.9982 -0.7241
S -2.7453 -0.5201 -1.9461
H -5.5805 0.4205 1.6997
H -6.5961 -1.8503 1.8248
H -5.6965 -3.6450 0.3324
H -3.8947 -3.0350 -1.2941
C -2.7524 3.7648 1.3480
C -1.4101 4.1214 0.8196
C -0.7153 5.2464 1.2810
C 0.5457 5.5189 0.8139
C 1.1326 4.6684 -0.1438
C 2.4380 4.8012 -0.6674
Br 3.5700 6.2142 -0.0779
C 2.9473 3.8848 -1.5608
C 2.1710 2.8231 -1.9970
Br 2.8923 1.5316 -3.1714
C 0.8552 2.6122 -1.5385
O 0.1420 1.6255 -1.9036
C 0.3604 3.5625 -0.5731
N -0.8709 3.3071 -0.0783
H -3.1670 4.5714 1.9450
H -2.6604 2.8718 1.9668
H -3.4316 3.5093 0.5363
H -1.1830 5.8868 2.0120
H 1.0970 6.3717 1.1777
H 3.9591 3.9894 -1.9228
C 3.8278 -5.0406 -1.8578
C 5.0156 -5.1774 -0.9598
O 6.1285 -5.4414 -1.2937
S 4.6283 -5.0778 0.8067
C 3.3069 -3.8870 0.8179
C 3.5656 -2.5934 0.3691
C 2.5568 -1.6590 0.3774
C 1.2771 -2.0047 0.8380
C 1.0419 -3.2980 1.3181
C 2.0551 -4.2332 1.3091
C 0.2558 -1.0431 0.7515
C -0.6003 -0.1733 0.6372
H 4.1540 -4.9579 -2.8914
H 3.2055 -4.1900 -1.5926
H 3.2278 -5.9454 -1.7478
H 4.5497 -2.3387 0.0018
H 2.7384 -0.6573 0.0199
H 0.0585 -3.5639 1.6759
H 1.8865 -5.2382 1.6628
*
```

Summary:
- highest occupied orbital energy (eV) = -7.78

Mulliken atomic charge list, values in e, 6 entries: 1.342 -0.719 0.424 -0.128 -0.722 -0.143

***

# 3
The molecule C25H17ClF3N3O3. Source: OMol25; level of theory: the ωB97M-V functional and the def2-TZVPD basis.

```
! wB97M-V def2-TZVPD RIJCOSX def2/J DEFGRID3
* xyz 0 1
C -2.2600 -2.1226 -0.5527
C -1.7044 -0.8944 0.1011
C -2.5146 0.2595 0.3161
C -3.9614 0.2690 0.0270
C -4.8109 -0.6990 0.5555
C -6.1700 -0.6439 0.3048
C -6.6938 0.3725 -0.4765
C -5.8556 1.3476 -0.9919
C -4.4981 1.3023 -0.7349
N -2.0321 1.3956 0.7489
C -0.7516 1.4808 1.1399
C -0.2754 2.7165 1.6251
C 1.0002 2.8223 2.1027
C 1.8393 1.6977 2.1327
C 1.4152 0.4930 1.6424
C 0.1206 0.3582 1.1055
C -0.3847 -0.8213 0.4946
C 0.5791 -1.9330 0.2386
O 1.2344 -2.5076 1.0723
O 0.6886 -2.1649 -1.0687
C 1.6282 -3.1378 -1.5052
C 2.7794 -3.4508 -0.5568
O 3.0203 -4.5759 -0.2028
N 3.6673 -2.4388 -0.2294
C 3.6334 -1.0930 -0.4566
N 2.7722 -0.5935 -1.3301
C 2.6817 0.7095 -1.5029
C 3.4737 1.6115 -0.8102
C 3.3191 3.0901 -1.0030
F 4.1412 3.5672 -1.9580
F 3.6011 3.7834 0.1097
F 2.0779 3.4328 -1.3697
C 4.4416 1.1154 0.0647
C 4.5286 -0.2471 0.2434
Cl 5.6948 -0.9111 1.3285
H -1.5920 -2.4671 -1.3379
H -3.2351 -1.9232 -0.9881
H -2.3624 -2.9252 0.1781
H -4.4101 -1.4795 1.1854
H -6.8229 -1.3959 0.7230
H -7.7546 0.4089 -0.6757
H -6.2631 2.1478 -1.5920
H -3.8365 2.0614 -1.1225
H -0.9536 3.5546 1.6173
H 1.3695 3.7658 2.4748
H 2.8302 1.7902 2.5526
H 2.0583 -0.3719 1.6910
H 2.0328 -2.7502 -2.4440
H 1.0996 -4.0827 -1.6789
H 4.3818 -2.7457 0.4268
H 1.9377 1.0359 -2.2151
H 5.0949 1.7866 0.6010
*
```

Summary:
- highest occupied orbital energy (eV) = -8.75
- energy above the lowest of the compared OMol25 structures with the same formula, charge and spin (kcal/mol) = 3.5
- SMILES string = Cc1c(-c2ccccc2)nc2ccccc2c1C(=O)OCC(=O)Nc1ncc(C(F)(F)F)cc1Cl

Mulliken atomic charge list, values in e, 6 entries: -1.840 0.752 0.465 0.111 -0.222 -0.736

***

# 4
A structure of composition C25H17Co2FeO8 in a non-equilibrium geometry. Source: OMol25; level of theory: the ωB97M-V functional and the def2-TZVPD basis.

```
! wB97M-V def2-TZVPD RIJCOSX def2/J DEFGRID3
* xyz -1 1
O 3.0330 1.0783 -5.0328
C 2.0422 0.5980 -4.6629
Fe 0.1517 0.3571 -4.4789
C -0.1399 1.3660 -6.0497
O 0.0494 2.0785 -6.9391
C 0.1768 2.0674 -3.5569
C 0.7931 1.7689 -2.2986
C -0.0682 2.0065 -1.0585
C 0.4623 -1.5726 -3.9487
C 0.0171 -1.4673 -5.3056
C -1.2606 -0.8205 -5.3035
C -1.6094 -0.5241 -3.9462
C -0.5468 -1.0004 -3.1121
H 0.5891 2.8245 -4.2390
H -0.8982 2.2304 -3.4065
H 1.8594 1.6593 -2.1836
H 0.0468 3.0764 -0.7272
H -1.0140 2.2528 -1.6697
H 1.3752 -2.0576 -3.5865
H 0.5488 -1.8505 -6.1896
H -1.9132 -0.6515 -6.1677
H -2.5551 -0.1042 -3.5878
H -0.5647 -1.0224 -2.0248
O -2.2079 -3.0119 5.1482
C -1.8632 -2.5094 4.1686
Co -1.2727 -1.8631 2.6507
C -0.0931 -3.0859 2.2583
O 0.7410 -3.8675 2.0201
C -2.6522 -2.1865 1.6145
O -3.5137 -2.5061 0.9163
C 0.0625 -0.1200 2.3496
C 1.2753 -0.2400 3.2196
C 1.3789 -0.8821 4.4742
C 2.6017 -0.9391 5.1569
C 3.7407 -0.3290 4.6183
C 3.6361 0.3186 3.3877
C 2.4328 0.3449 2.6888
C -0.3576 0.6246 1.3296
C -0.4727 0.9465 -0.1270
Co -1.6162 0.6400 2.7698
C -1.9987 0.1386 4.5244
O -2.2365 0.0561 5.6577
C -3.2645 0.3716 2.1304
O -4.3482 0.4009 1.7463
C -1.6688 2.3436 3.2015
O -1.7020 3.4747 3.4430
H 0.5151 -1.3593 4.9418
H 2.6910 -1.4731 6.1125
H 4.7052 -0.3825 5.1529
H 4.5092 0.8227 2.9492
H 2.3491 0.8151 1.7161
H -1.5894 1.1908 -0.1023
H -0.3559 -0.0268 -0.6420
*
```

Summary:
- highest occupied orbital energy (eV) = -1.33
- energy above the lowest of the compared OMol25 structures with the same formula, charge and spin (kcal/mol) = 43.1

Mulliken atomic charge list, values in e, 6 entries: -0.346 0.352 0.257 0.295 -0.376 -0.838

***

# 5
A structure of composition C25H17HfN6O10. Source: OMol25; level of theory: the ωB97M-V functional and the def2-TZVPD basis.

```
! wB97M-V def2-TZVPD RIJCOSX def2/J DEFGRID3
* xyz 1 1
Hf 0.2806 -0.2501 -0.7027
O 3.4229 -2.0672 -2.8216
C 2.5857 -1.7923 -1.9933
N 1.2929 -1.4102 -2.2151
C 1.0223 -1.0215 -3.5605
O 0.7281 -1.7526 -4.4529
C 1.1431 0.4691 -3.7097
C 1.2717 1.0494 -4.9550
C 1.4595 2.4203 -5.0254
C 1.4978 3.1481 -3.8472
C 1.3245 2.4892 -2.6426
N 1.1515 1.1666 -2.5605
C 2.9652 -1.7744 -0.5285
C 4.0470 -2.5017 -0.0742
C 4.3549 -2.4601 1.2754
C 3.5756 -1.6898 2.1301
C 2.5158 -0.9832 1.6041
N 2.2165 -1.0142 0.2948
H 1.2359 0.4174 -5.8310
H 1.5793 2.9117 -5.9813
H 1.6524 4.2175 -3.8515
H 1.3266 3.0397 -1.7126
H 4.6176 -3.0801 -0.7866
H 5.1905 -3.0274 1.6632
H 3.7815 -1.6438 3.1897
H 1.8680 -0.3830 2.2307
C 2.1016 2.6182 1.6853
C 0.8108 2.7852 0.9687
N 0.2334 1.9048 0.1649
C -0.9597 2.4760 -0.2606
C -1.0872 3.7108 0.2947
N 0.0371 3.8793 1.0579
C -2.0767 4.8340 0.2531
O -3.1635 4.6578 -0.4591
O -1.8425 5.8069 0.9214
C -1.8583 1.7495 -1.1972
O -2.8857 2.2489 -1.6001
O -1.4120 0.5607 -1.5149
H 2.7503 1.9363 1.1386
H 1.9334 2.2172 2.6862
H 2.6133 3.5737 1.7882
H 0.2023 4.7242 1.5911
H -3.1747 3.7774 -0.9157
O -0.8134 -0.4176 1.2109
C -1.2494 -1.5677 0.8642
O -0.7721 -2.0419 -0.2269
C -2.2358 -2.3065 1.6561
C -2.7119 -1.7562 2.8444
C -3.6393 -2.4537 3.5956
C -4.0602 -3.6865 3.1300
C -3.6068 -4.2515 1.9525
C -2.6792 -3.5477 1.2053
N -5.0503 -4.4430 3.9400
O -5.4413 -3.9215 4.9609
O -5.3955 -5.5245 3.5200
H -2.3564 -0.7876 3.1664
H -4.0384 -2.0678 4.5212
H -3.9807 -5.2161 1.6444
H -2.2988 -3.9485 0.2765
*
```

Summary:
- highest occupied orbital energy (eV) = -12.87
- energy above the lowest of the compared OMol25 structures with the same formula, charge and spin (kcal/mol) = 21.7

Mulliken atomic charge list, values in e, 6 entries: 1.833 -0.617 0.147 -0.108 -0.087 -0.529

***

# 6
A structure of composition C25H18AsBrN3NaO8S in a non-equilibrium geometry. Source: OMol25; level of theory: the ωB97M-V functional and the def2-TZVPD basis.

```
! wB97M-V def2-TZVPD RIJCOSX def2/J DEFGRID3
* xyz -2 1
Na 0.1422 0.0598 0.2123
O -2.7616 -2.3575 0.3563
As -1.6689 -1.8347 -0.9963
O -2.4298 -2.3801 -2.3347
O -1.5275 -0.2270 -0.9012
C -0.0437 -2.8672 -0.5692
C 0.3334 -3.7349 -1.7108
C 1.1532 -4.7647 -1.5575
C 2.8638 -4.1218 0.3224
C 1.9438 -3.7884 1.5044
C 1.0125 -2.6082 1.2316
S 1.0386 -1.2981 2.5129
O 0.8031 -1.9638 3.7864
O 2.3856 -0.7681 2.3715
O -0.0104 -0.3605 2.1281
H -3.5475 -1.8480 0.1516
H -0.1074 -3.4887 -2.6733
H 1.4084 -5.4064 -2.3947
H 3.7621 -4.6744 0.6258
H 2.3665 -3.8080 2.5047
N 3.3929 -6.6600 -1.1132
C 3.7922 -7.9572 -0.9657
C 4.7992 -8.7135 -1.5407
C 4.8958 -10.0349 -1.1455
C 4.0132 -10.5811 -0.2147
C 3.0070 -9.8326 0.3636
C 2.8932 -8.5020 -0.0118
N 2.0051 -7.5393 0.3934
C 2.3203 -6.4659 -0.2694
C 1.7408 -5.1075 -0.2229
C 3.1867 -2.9701 -0.5629
C 2.2825 -2.0138 -0.7720
N 1.0590 -1.9988 -0.0906
C -0.1017 -3.5580 0.7934
C 0.8550 -4.7496 0.9974
H 3.8113 -5.9451 -1.6867
H 5.4822 -8.2941 -2.2672
H 5.6648 -10.6621 -1.5766
H 4.1170 -11.6244 0.0478
H 2.3206 -10.2573 1.0785
H 4.1662 -2.9270 -1.0198
H 2.4527 -1.1934 -1.4582
H -1.0712 -3.6074 1.2805
H 0.4899 -5.6018 1.5687
Br 6.8967 3.1330 3.5406
C 5.6177 2.4804 2.2769
C 4.3022 2.3349 2.6681
C 3.3787 1.9251 1.7239
C 3.7662 1.6627 0.4178
C 5.1042 1.7785 0.0701
C 6.0456 2.1968 0.9950
C 2.7090 1.2614 -0.6268
O 3.1326 0.8664 -1.7200
O 1.5215 1.3942 -0.2706
H 4.0008 2.5369 3.6864
H 2.3449 1.7811 1.9828
H 5.3994 1.5400 -0.9415
H 7.0881 2.3058 0.7243
*
```

Summary:
- highest occupied orbital energy (eV) = -3.45
- energy above the lowest of the compared OMol25 structures with the same formula, charge and spin (kcal/mol) = 93.2

Mulliken atomic charge list, values in e, 6 entries: 1.269 -0.690 1.076 -0.862 -0.889 0.620